Record 1
A molecular structure, C25H37N3O7PbS2, computed with the ωB97M-V functional and the def2-TZVPD basis.

Cartesian coordinates (Å):
H -0.84 0.99 4.09
N -1.95 -1.58 -3.68
C -2.84 2.94 -3.33
H -2.57 -4.67 -3.81
H 3.47 -0.21 -1.60
C 2.34 -3.64 0.92
H 1.48 -3.62 -2.89
H 1.96 -1.91 -3.06
H 2.75 1.71 2.09
H 0.51 -4.05 3.04
C -2.00 2.08 -1.20
O -1.91 -4.40 -1.25
H -3.12 2.76 -4.36
H 0.88 3.99 1.58
H 2.21 0.97 -3.47
H 2.03 0.61 3.31
H -1.97 3.53 0.36
N -2.01 -3.86 -4.02
H -0.14 -5.64 0.31
C -2.19 -2.75 -3.25
H 2.64 -4.54 1.48
C 1.25 2.37 -2.17
H 1.83 -4.65 -0.89
O 0.97 -3.36 1.13
C 0.21 4.66 3.51
C 1.88 1.00 -2.42
C 0.67 -3.11 2.50
H -1.21 -6.75 -0.57
O -2.87 -4.42 0.77
H 0.50 5.69 3.34
H -2.70 0.61 -4.27
C 2.55 -3.89 -0.56
C -2.65 4.42 -1.47
H 1.48 -2.56 2.98
H -2.77 5.41 -1.04
N -1.92 -0.53 -2.79
H 0.90 2.42 -1.14
H -3.31 5.03 -3.44
C -2.31 0.60 -3.25
C 2.13 0.83 2.25
S -2.85 -3.03 -1.60
H -1.77 -3.69 -4.98
O 2.35 -2.69 -1.26
O -1.50 1.18 -0.41
H 2.96 -2.80 1.25
H 3.56 -4.28 -0.72
C -0.75 2.98 4.93
C -2.08 -4.88 0.00
H -1.20 2.69 5.87
C -1.15 -6.03 0.25
H -0.23 -2.50 2.53
O 0.99 -0.05 -2.23
C -2.20 3.39 -0.69
C 2.25 -2.88 -2.66
Pb -0.45 -0.84 -0.81
C -0.36 4.30 4.73
C -2.37 1.86 -2.57
H 3.94 1.48 -1.89
H 0.28 6.03 5.83
H -1.42 -6.51 1.19
C -2.96 4.21 -2.82
C -0.54 2.02 3.95
H 2.54 -0.03 1.71
H 3.20 -3.21 -3.09
H 1.97 3.17 -2.36
H -1.46 5.91 5.63
C -0.55 5.33 5.81
C 0.07 2.39 2.76
H 2.91 1.07 -0.50
H -0.64 4.87 6.79
S 0.47 1.14 1.53
C 0.43 3.71 2.53
O -0.30 -0.08 1.92
H 0.39 2.51 -2.82
C 3.14 0.83 -1.54

Summary:
Lowest unoccupied orbital energy (eV): 0.4
HOMO level (eV): -7.281
HOMO-LUMO gap (eV): 7.7
2S+1: 1
E (Ha): -2654.9267
Strongest force on any atom (Eh/bohr): 0.0342



Record 2
A molecular structure, C25H37N5O3RhSi4Te, computed with the ωB97M-V functional and the def2-TZVPD basis.

Cartesian coordinates (Å):
C 3.17 5.47 0.81
N -0.15 2.86 -2.11
H 0.66 -4.19 -2.54
H 1.27 3.72 -3.24
C 1.64 4.18 -1.16
H -2.83 -0.68 2.07
Si 0.05 -3.46 -0.21
C -2.47 1.08 -4.18
H -0.96 0.08 5.03
N -0.67 2.34 -3.25
H 1.53 -5.17 0.89
C -4.39 -0.03 -5.15
H 3.07 5.00 -2.53
H -2.40 -3.62 0.29
H 0.21 -5.95 0.02
H -0.54 -3.93 3.58
N -4.33 4.13 4.72
Si 2.93 -1.53 1.63
O -4.49 0.68 -2.92
C -2.42 0.32 -6.48
H 3.01 -3.14 3.56
H 2.94 0.90 2.19
H -3.89 1.05 -2.24
Si -0.68 -1.47 3.08
Si 0.62 -1.59 1.13
H -0.88 -3.02 5.04
C 1.00 -3.42 -1.85
H -0.39 0.96 3.61
H 0.85 -2.45 -2.33
H -4.20 -0.65 -7.19
C 3.35 0.00 2.66
C -3.06 2.49 1.89
H 4.59 -2.99 2.80
C -0.30 -3.02 4.12
H 3.89 -2.38 -0.52
C -4.11 3.49 3.78
H 3.62 -0.64 -0.60
H -2.08 -2.46 -1.01
C 1.27 4.07 0.23
Te 0.43 0.22 -0.61
H -2.06 -4.19 -1.35
H 3.76 5.98 1.57
H 2.93 -0.06 3.67
N -3.95 2.71 2.74
H 4.43 6.13 -0.82
C 2.07 4.74 1.18
C -3.78 0.58 -4.06
H 2.07 -3.55 -1.69
H -0.80 1.32 -5.48
C -3.71 -0.16 -6.35
C 3.55 5.56 -0.53
H 0.74 -0.02 4.55
O 0.27 3.39 0.66
H 1.77 4.66 2.22
H 4.43 0.14 2.76
N -2.29 2.14 1.07
C 3.52 -3.05 2.60
C -1.81 0.94 -5.40
C -2.54 -1.49 2.74
C -0.29 0.03 4.17
O -2.41 1.72 -1.88
C 2.79 4.93 -1.49
C 0.92 3.59 -2.22
C -1.80 -3.43 -0.61
H -5.40 -0.40 -5.03
H 5.02 -1.28 0.27
H -0.09 -5.21 1.59
H -1.88 0.21 -7.41
C 3.97 -1.45 0.05
C 0.47 -5.10 0.65
Rh -1.09 2.43 -0.47
H 0.76 -3.07 4.39
H 3.34 -3.97 2.04
C -1.81 1.74 -3.05
H -3.11 -1.37 3.67
H -2.85 -2.43 2.28

Summary:
Lowest unoccupied orbital energy (alpha / beta) (eV): 1.0 / 1.0
HOMO level (alpha / beta) (eV): -5.236 / -5.236
HOMO-LUMO gap (alpha / beta) (eV): 6.2 / 6.2
2S+1: 1
E (Ha): -3011.1008
Strongest force on any atom (Eh/bohr): 0.0273
Total charge: -1



Record 3
A molecular structure, C25H37N5P2Zr, computed with the ωB97M-V functional and the def2-TZVPD basis.

Cartesian coordinates (Å):
C 0.59 0.12 5.29
P 0.17 -2.09 -0.71
H 1.29 -2.96 4.14
N -0.68 -2.18 4.24
H 2.49 -2.58 -0.20
H -3.41 3.35 -0.44
N -0.09 -0.46 2.58
N -0.82 0.18 4.87
H -4.46 0.97 -0.50
C -0.88 0.53 3.43
C 0.73 -2.19 4.71
H 1.41 -3.14 1.10
H 1.56 1.21 -0.71
C 1.14 2.66 -3.57
H -1.78 -1.74 2.52
C 1.52 -3.06 0.01
P -2.06 1.32 -0.57
C -0.73 -1.81 2.83
H 0.59 -0.19 6.36
C 0.48 -2.31 -2.50
H 1.66 4.63 -4.31
H -2.47 4.12 -3.15
H 1.76 0.51 2.99
C -3.57 0.43 -0.14
H 0.71 -2.43 5.79
H -0.24 -2.59 2.23
C 4.05 -1.24 -3.37
H 3.27 2.75 -3.96
H 1.04 1.12 5.17
C -1.40 -1.18 5.05
N 1.39 -0.87 4.54
C -1.34 -3.03 -0.45
C 0.85 4.03 -3.89
C 2.62 0.74 -3.49
C 0.09 1.84 -3.03
C -2.44 3.02 -0.04
H 1.91 -1.22 2.51
H -0.47 1.54 3.30
H -0.44 -1.99 -3.03
H 1.49 -4.06 -0.44
C 1.52 -0.04 -2.99
H -3.56 -0.58 -0.59
C -2.34 1.49 -2.40
N 0.41 0.61 -2.48
H -1.29 -1.47 6.10
C 3.89 0.10 -3.65
H -2.15 -2.59 -1.05
H -1.14 -4.07 -0.77
H 4.72 0.71 -4.02
C 1.34 -0.50 3.11
H -1.92 0.51 3.08
H -2.46 3.05 1.05
C -1.23 2.38 -2.93
H 3.07 -3.09 -2.82
C 1.68 -1.46 -2.87
Zr 0.27 0.36 0.14
H 5.03 -1.71 -3.45
H -0.63 5.58 -3.94
H -1.65 3.71 -0.39
H -2.31 0.48 -2.83
H -3.63 0.32 0.95
H -2.47 -1.18 4.76
H 0.64 -3.38 -2.66
C -0.43 4.53 -3.71
C 2.94 -2.03 -3.00
H -3.33 1.91 -2.57
C 2.43 2.12 -3.67
C -1.47 3.71 -3.26
H 0.14 1.84 1.09
H -1.63 -3.02 0.60

Summary:
Lowest unoccupied orbital energy (eV): -7.0
HOMO level (eV): -13.679
HOMO-LUMO gap (eV): 6.7
2S+1: 1
E (Ha): -1977.7866
Strongest force on any atom (Eh/bohr): 0.0470
Total charge: +2



Record 4
A molecular structure, C25H38Ge2NO2PtS2, computed with the ωB97M-V functional and the def2-TZVPD basis.

Cartesian coordinates (Å):
C 4.55 1.16 2.21
H 0.15 5.00 -1.77
Ge 0.57 1.83 -1.78
H 1.93 5.58 -4.91
H 0.28 1.08 4.77
C -3.51 -0.56 -2.42
S -0.09 -2.12 -1.27
H 4.36 5.87 -5.27
C 2.53 2.21 -1.80
Pt 0.13 -0.01 -0.19
H 1.11 3.91 -3.31
H 2.45 1.57 2.48
C 4.43 3.39 -2.96
H 4.80 1.50 3.21
H 4.76 1.97 1.51
C -0.63 3.16 -0.91
H 5.95 4.46 -4.01
C -3.05 -2.31 -3.97
H -0.29 -1.29 5.18
H -4.83 -1.08 -4.00
H 4.98 -2.73 -0.54
C -1.28 -1.24 2.54
C 3.06 3.21 -2.75
H -1.65 -0.38 5.83
C -1.11 -0.62 4.92
H -0.72 -2.16 2.35
C -3.89 -1.30 -3.51
H 2.90 -0.10 2.82
H -0.23 3.36 0.09
C -0.57 0.63 4.25
H -4.10 0.25 -2.01
H -3.31 -2.88 -4.85
H 2.83 -2.29 0.68
H 5.22 0.33 1.97
H 5.20 -1.42 0.62
H 5.15 2.78 -2.44
H 0.27 0.03 -3.53
H -0.30 2.77 -4.82
Ge 2.50 0.22 0.31
H -2.96 -0.71 3.80
H -0.27 1.21 -5.63
H 4.34 1.70 -0.86
H -1.92 -1.03 1.69
C 4.00 5.13 -4.57
C 0.15 1.78 -4.80
C 3.16 -1.63 -0.12
C -1.52 -1.79 -2.18
C 2.18 4.02 -3.47
C -0.80 4.46 -1.70
C 4.68 -1.71 -0.29
H 1.22 1.89 -4.96
S -0.03 0.10 2.59
C 2.63 4.97 -4.37
H 2.66 -1.95 -1.04
N -2.35 -0.80 -1.77
H 5.01 -1.05 -1.10
O -2.04 -0.04 -0.75
H -2.27 -2.30 4.15
H -1.16 4.27 -2.71
C 3.27 1.52 -0.93
C -1.87 -2.55 -3.30
C 3.08 0.74 2.15
H -1.52 5.11 -1.20
C 4.89 4.34 -3.86
C -2.03 -1.27 3.88
H -1.22 0.97 -3.35
C -0.14 1.05 -3.48
H -1.34 1.38 4.06
O -0.49 1.21 1.65
H -1.18 -3.32 -3.61
H -1.59 2.65 -0.78

Summary:
Lowest unoccupied orbital energy (eV): -4.2
HOMO level (eV): -10.747
HOMO-LUMO gap (eV): 6.6
2S+1: 1
E (Ha): -6249.9014
Strongest force on any atom (Eh/bohr): 0.0359
Total charge: +1



Record 5
A molecular structure, C25H38P2Pt, computed with the ωB97M-V functional and the def2-TZVPD basis.

Cartesian coordinates (Å):
H -0.74 -1.43 -5.26
H 1.83 -3.08 -3.63
C -1.11 -2.69 -2.98
H 0.22 1.97 -1.50
H -0.92 3.90 -1.27
H -0.89 3.24 -5.80
C 3.02 0.32 2.06
H -3.28 0.19 -4.13
H -3.19 2.83 -5.31
P 0.63 1.46 -5.24
C 1.93 -2.21 -2.99
H 0.15 2.76 -7.12
H 2.03 -4.63 -0.29
C 1.08 1.54 2.75
P 0.24 -1.43 -2.95
H 2.47 -2.56 -2.03
C 0.32 -1.31 -5.02
H -1.19 -3.19 -2.00
H 3.01 1.72 3.69
H -1.72 0.71 -2.47
H -1.48 2.08 2.09
H 0.13 4.70 -2.44
H 2.23 -3.35 1.00
C 1.99 2.63 -5.29
H -1.22 1.73 -6.83
H -2.27 0.77 -5.40
H 1.91 -0.27 -6.21
C -1.29 -0.61 -0.03
C 0.05 -0.92 0.13
H 0.30 -0.19 -6.85
C 1.55 -3.86 0.31
C 0.86 -0.19 -5.91
H 2.56 -1.38 -3.37
C -1.05 1.24 1.55
C -2.86 3.36 -3.23
H 4.07 0.13 2.10
C -1.53 1.13 -3.46
H 2.20 2.81 -6.36
C 0.31 2.54 -2.44
C -3.36 2.39 -4.32
H 2.92 2.21 -4.87
H 1.38 2.74 -2.59
C 0.89 -0.19 1.02
H -0.85 -3.39 -3.79
C -2.63 1.04 -4.41
C 0.29 0.87 1.79
C -0.52 3.83 -2.29
H 2.75 -1.12 0.48
H -4.42 2.21 -4.14
H 0.70 -4.28 0.87
H -2.86 0.74 0.55
H -1.38 4.62 -4.13
C -0.49 2.37 -6.33
C -1.82 0.49 0.69
C 2.28 -0.38 1.13
C -1.65 3.94 -3.30
C 2.42 1.23 2.92
H 0.87 -2.20 -5.32
H 0.63 2.32 3.34
H -1.92 -1.20 -0.68
H -2.03 -2.16 -3.26
H 1.70 3.60 -4.84
Pt 0.95 -2.43 -0.97
C -0.17 1.63 -3.62
H 0.48 0.74 -3.29
H -3.61 3.72 -2.49

Summary:
Expectation value of S²: 2.091
Lowest unoccupied orbital energy (alpha / beta) (eV): -0.2 / -0.3
HOMO level (alpha / beta) (eV): -4.634 / -6.042
HOMO-LUMO gap (alpha / beta) (eV): 4.4 / 5.7
2S+1: 3
E (Ha): -1777.0009
Strongest force on any atom (Eh/bohr): 0.0730



Record 6
A single C25H39BNO8P3S3 molecule, computed with the ωB97M-V functional and the def2-TZVPD basis.

Cartesian coordinates (Å):
O -4.87 7.00 2.48
C 5.87 -1.67 -0.26
C 0.98 -3.21 1.09
O -6.12 -0.59 -0.39
H 2.39 -1.65 1.97
C -1.47 -3.86 -0.33
C 8.25 -0.83 -1.01
C -3.59 2.62 0.88
O -3.50 -1.82 -3.21
H -1.35 7.77 1.49
P -3.53 5.53 0.01
C -3.91 -2.26 -0.05
H -3.31 -3.71 -5.60
H 8.89 1.65 -1.22
C 9.92 1.21 -0.82
H -7.84 -1.39 0.79
S -0.67 -0.39 2.60
B -5.50 -1.93 -0.36
C -1.45 -1.63 1.38
P -3.52 7.23 1.39
H -0.95 -4.79 -0.86
H 6.31 -2.56 0.37
H 1.32 -1.00 0.54
H -4.15 -1.18 -3.62
H 11.37 2.89 -0.30
C -2.66 3.99 0.79
H 1.32 -4.05 0.32
C -8.35 0.72 0.07
C -1.08 4.05 1.31
H -0.45 5.06 1.21
H 10.40 -1.03 -0.16
H -5.57 0.07 3.44
P -3.98 -3.48 -3.43
H -5.23 2.58 -1.16
H 11.13 1.62 1.13
H -7.90 1.56 -0.60
H 7.07 -0.08 0.92
S -5.36 2.63 0.27
C 1.97 -1.92 0.88
O -6.41 -3.10 -0.61
C 4.47 -1.20 0.45
C -3.05 -1.30 1.00
H -6.70 -3.00 -1.59
C -7.60 -0.75 -0.18
H 4.20 -0.05 0.26
H 5.60 -1.97 -1.37
C -0.61 -2.91 0.74
H -8.13 -1.20 -1.14
H 9.25 -0.06 1.02
H 9.74 2.88 0.81
H -4.82 -4.99 -1.44
H 8.23 -2.00 -1.05
H -2.71 5.84 -1.17
C 3.23 -2.16 -0.13
O -1.97 7.32 2.16
O -5.47 -3.48 -3.97
C 10.59 2.24 0.29
H 4.54 -1.29 1.64
O -2.95 -4.11 -4.73
C -1.38 1.27 1.97
H 0.67 2.67 2.26
N -3.80 -0.11 1.57
C 6.88 -0.34 -0.23
C 9.51 -0.25 -0.11
H 2.93 -1.66 -1.17
H -8.40 0.98 1.21
H -9.48 0.56 -0.30
C -2.98 1.18 1.48
S -4.26 -0.39 3.25
H -3.12 -5.49 -2.09
H 8.20 -0.36 -2.08
C -3.07 -3.54 -0.71
C -0.47 2.63 1.90
H -5.53 6.45 1.94
C -3.80 -4.55 -1.81
H 10.63 0.93 -1.71
H 6.33 0.55 -0.77
H 3.55 -3.28 -0.26
H 1.05 -3.70 2.15
O -3.84 8.57 0.56

Summary:
Lowest unoccupied orbital energy (eV): -1.0
HOMO level (eV): -8.391
HOMO-LUMO gap (eV): 7.4
SMILES: CCCCCCCCCCc1cc(CP(=O)(O)O)c(B(O)OCC)c2c1Sc1ccc(PP(=O)(O)O)c(S)c1N2S
2S+1: 1
E (Ha): -3875.4624
Strongest force on any atom (Eh/bohr): 0.1165